Record 1
Molecular formula: C35H42ClN7
Method: DFT, ωB97M-V/def2-TZVPD

Element x y z (Å)
1 C 2.673 2.472 2.341
2 C 1.397 3.210 2.780
3 Cl 1.781 4.792 3.576
4 C 0.382 3.436 1.643
5 C 0.112 2.092 0.949
6 N -0.505 1.198 1.685
7 C -0.715 0.033 1.004
8 C -1.414 -1.015 1.676
9 C -1.924 -0.751 3.103
10 C -3.151 0.175 2.954
11 C -4.260 -0.372 2.309
12 C -5.403 0.383 2.091
13 C -5.414 1.705 2.530
14 C -4.322 2.244 3.179
15 C -3.171 1.487 3.401
16 C -1.664 -2.211 1.082
17 C -1.234 -2.463 -0.267
18 C -1.559 -3.801 -0.939
19 C -2.385 -4.786 -0.097
20 N -3.163 -5.613 -0.673
21 C -0.560 -1.468 -0.928
22 C -0.116 -1.690 -2.372
23 C 1.444 -1.496 -2.579
24 C 2.116 -2.720 -3.248
25 N 2.457 -2.391 -4.650
26 C -0.290 -0.207 -0.308
27 N 0.358 0.747 -1.046
28 C 0.538 1.887 -0.413
29 C 1.221 2.989 -1.221
30 C 0.066 3.826 -1.880
31 N -0.588 3.018 -2.938
32 H 3.427 2.573 3.131
33 H 3.028 2.869 1.377
34 H 2.465 1.404 2.174
35 H 0.896 2.602 3.546
36 H 0.648 4.238 0.949
37 H -0.578 3.728 2.102
38 H -1.151 -0.298 3.731
39 H -2.237 -1.731 3.491
40 H -4.226 -1.400 1.946
41 H -6.229 -0.084 1.556
42 H -6.308 2.299 2.326
43 H -4.349 3.287 3.500
44 H -2.289 1.885 3.901
45 H -2.220 -2.943 1.664
46 H -0.657 -4.303 -1.323
47 H -2.171 -3.565 -1.827
48 H -2.310 -4.851 0.993
49 H -3.123 -5.441 -1.683
50 H -0.349 -2.694 -2.742
51 H -0.664 -0.968 -2.996
52 H 1.853 -1.248 -1.593
53 H 1.537 -0.633 -3.253
54 H 3.064 -2.898 -2.702
55 H 1.501 -3.627 -3.181
56 H 3.289 -1.811 -4.623
57 H 2.657 -3.226 -5.189
58 H 1.797 2.501 -2.020
59 H 1.830 3.649 -0.594
60 H 0.431 4.777 -2.292
61 H -0.722 4.011 -1.131
62 H -0.009 2.228 -3.191
63 H -1.490 2.709 -2.603
64 N 3.319 1.169 -8.494
65 C 3.123 2.415 -8.061
66 C 2.651 2.726 -6.794
67 C 2.362 1.683 -5.929
68 C 2.556 0.380 -6.358
69 C 3.036 0.181 -7.645
70 H 3.360 3.197 -8.774
71 H 2.514 3.756 -6.496
72 H 1.990 1.884 -4.931
73 H 2.341 -0.465 -5.711
74 H 3.207 -0.821 -8.025
75 N 0.851 -1.711 4.923
76 C 1.400 -0.953 5.873
77 C 1.439 -1.303 7.214
78 C 0.871 -2.508 7.593
79 C 0.293 -3.310 6.623
80 C 0.312 -2.868 5.310
81 H 1.829 -0.017 5.531
82 H 1.900 -0.648 7.941
83 H 0.879 -2.818 8.631
84 H -0.161 -4.258 6.878
85 H -0.126 -3.464 4.515

SMILES string = [H]/N=C\Cc1cc(Cc2ccccc2)c2nc(C[C@@H](C)Cl)c(CCN)nc2c1CCCN.c1ccncc1.c1ccncc1
E_tot = -2202.3549 Eh
LUMO = -0.4 eV
HOMO = -8.55 eV

=====

Record 2
Molecular formula: C35H42CoN7O5S3
Method: DFT, ωB97M-V/def2-TZVPD

Element x y z (Å)
1 Co -0.437 0.639 0.410
2 O -2.119 2.015 3.838
3 C -1.711 1.414 2.856
4 O -1.342 1.914 1.739
5 C -1.536 -0.100 2.951
6 C -2.157 -0.830 3.978
7 C -1.979 -2.182 4.037
8 C -1.138 -2.811 3.092
9 C -0.881 -4.199 3.086
10 C -0.029 -4.747 2.169
11 C 0.611 -3.929 1.217
12 C 0.374 -2.583 1.193
13 C -0.524 -1.997 2.109
14 N -0.758 -0.657 2.043
15 H -2.750 -0.286 4.699
16 H -2.458 -2.777 4.805
17 H -1.383 -4.826 3.814
18 H 0.149 -5.814 2.160
19 H 1.277 -4.376 0.489
20 H 0.838 -1.926 0.468
21 N 1.305 1.373 1.767
22 C 2.604 0.885 1.318
23 C 3.795 1.812 1.629
24 C 4.674 1.473 2.843
25 C 5.661 0.301 2.716
26 N 5.110 -1.032 2.995
27 C 5.032 -2.077 2.169
28 N 4.770 -3.281 2.709
29 N 5.232 -1.956 0.871
30 C 2.507 0.632 -0.216
31 O 3.576 0.440 -0.843
32 O 1.365 0.657 -0.712
33 H 1.185 2.362 1.572
34 H 1.153 1.236 2.758
35 H 2.748 -0.092 1.787
36 H 3.393 2.815 1.791
37 H 4.429 1.864 0.743
38 H 4.059 1.316 3.735
39 H 5.284 2.357 3.036
40 H 6.445 0.446 3.460
41 H 6.133 0.293 1.734
42 H 4.914 -1.216 3.965
43 H 4.742 -3.423 3.702
44 H 4.635 -4.082 2.120
45 H 4.779 -1.157 0.313
46 H 5.196 -2.813 0.339
47 C -2.752 4.180 -1.633
48 C -2.125 3.154 -0.660
49 N -0.712 2.950 -0.983
50 C -0.558 2.428 -2.342
51 C -1.182 3.404 -3.365
52 N -1.688 4.592 -2.604
53 C -0.565 5.248 -1.862
54 C 0.003 4.209 -0.854
55 H -3.090 5.075 -1.114
56 H -3.591 3.768 -2.193
57 H -2.618 2.186 -0.707
58 H -2.200 3.491 0.369
59 H -1.040 1.453 -2.376
60 H 0.503 2.270 -2.538
61 H -2.023 2.957 -3.895
62 H -0.457 3.762 -4.094
63 H -2.086 5.258 -3.260
64 H -0.962 6.130 -1.363
65 H 0.180 5.569 -2.589
66 H -0.107 4.573 0.168
67 H 1.063 4.040 -1.047
68 O -1.652 0.087 -0.942
69 C -2.041 -0.947 -1.762
70 C -2.455 -2.196 -0.995
71 C -2.268 -3.505 -1.313
72 C -2.990 -4.389 -0.461
73 C -3.712 -3.728 0.478
74 S -3.534 -2.024 0.339
75 C -3.309 -0.506 -2.520
76 C -3.837 0.744 -2.616
77 C -5.032 0.801 -3.385
78 C -5.402 -0.419 -3.850
79 S -4.319 -1.646 -3.343
80 C -0.911 -1.295 -2.750
81 C 0.370 -1.622 -2.426
82 C 1.207 -1.840 -3.551
83 C 0.548 -1.672 -4.726
84 S -1.095 -1.255 -4.472
85 H -1.648 -3.831 -2.136
86 H -2.969 -5.466 -0.559
87 H -4.356 -4.136 1.242
88 H -3.393 1.597 -2.129
89 H -5.597 1.706 -3.560
90 H -6.256 -0.682 -4.454
91 H 0.713 -1.675 -1.406
92 H 2.255 -2.097 -3.480
93 H 0.919 -1.779 -5.733

<S²> = 0.757
E_tot = -4695.5740 Eh
LUMO (alpha / beta) = -2.4 / -2.4 eV
Net charge = +1
Spin multiplicity = 2
HOMO (alpha / beta) = -9.74 / -9.72 eV

=====

Record 3
Molecular formula: C35H42F3IrN7O6S2
Method: DFT, ωB97M-V/def2-TZVPD

Element x y z (Å)
1 Ir 0.513 -0.140 0.054
2 C -2.606 1.566 -1.699
3 C -0.626 2.874 -1.552
4 C 0.891 2.712 -1.649
5 C -0.972 3.476 -0.208
6 C -1.082 4.858 -0.196
7 C -1.232 5.556 0.984
8 C -1.216 4.854 2.175
9 C -1.128 3.472 2.212
10 C -0.988 2.795 3.557
11 C 0.460 2.920 4.044
12 C -1.942 3.380 4.606
13 C -1.053 2.746 0.996
14 N -1.040 1.363 0.985
15 C -1.978 0.665 1.582
16 C -1.938 -0.722 1.719
17 C -2.905 -1.603 2.250
18 C -2.385 -2.869 2.120
19 C -1.120 -2.741 1.498
20 N -0.863 -1.461 1.282
21 C -0.170 -3.870 1.180
22 C 0.498 -4.321 2.489
23 C 0.933 -3.456 0.203
24 C -0.956 -5.038 0.570
25 H -2.936 0.608 -2.094
26 H -3.095 2.385 -2.238
27 H -2.874 1.615 -0.643
28 H -0.956 3.586 -2.329
29 H 1.206 1.894 -0.984
30 H 1.387 3.633 -1.346
31 H 1.186 2.468 -2.666
32 H -1.044 5.391 -1.136
33 H -1.325 6.633 0.976
34 H -1.274 5.407 3.099
35 H -1.201 1.728 3.460
36 H 0.787 3.959 4.038
37 H 1.124 2.335 3.414
38 H 0.536 2.540 5.059
39 H -1.600 4.356 4.949
40 H -1.982 2.722 5.474
41 H -2.947 3.486 4.199
42 H -2.869 1.180 1.956
43 H -3.861 -1.322 2.650
44 H -2.842 -3.781 2.449
45 H 1.092 -3.506 2.896
46 H 1.151 -5.174 2.306
47 H -0.249 -4.609 3.224
48 H 1.441 -2.551 0.552
49 H 0.531 -3.265 -0.789
50 H 1.674 -4.251 0.122
51 H -1.649 -5.470 1.287
52 H -0.269 -5.818 0.245
53 H -1.530 -4.703 -0.290
54 N 0.820 0.024 -4.570
55 C -0.606 0.106 -4.157
56 C -1.103 1.484 -4.014
57 O -0.633 2.529 -4.394
58 O -1.201 1.617 -1.869
59 H 1.037 -0.784 -5.188
60 H 1.563 -0.285 -3.720
61 H 1.121 0.901 -4.994
62 H -0.702 -0.416 -3.201
63 H -1.244 -0.388 -4.894
64 N 7.471 1.983 -6.097
65 C 6.511 1.054 -5.726
66 C 5.190 1.183 -6.154
67 C 4.238 0.258 -5.769
68 C 4.600 -0.819 -4.971
69 C 5.920 -0.995 -4.599
70 C 6.873 -0.070 -4.972
71 S 3.321 -1.871 -4.299
72 O 2.306 -1.986 -5.335
73 O 3.910 -3.083 -3.812
74 N 2.646 -0.956 -3.133
75 C 3.273 -0.761 -1.977
76 S 4.854 -1.495 -1.650
77 C 4.934 -0.544 -0.199
78 C 3.813 0.182 -0.047
79 N 2.858 0.029 -1.019
80 H 7.113 2.893 -6.344
81 H 8.287 2.005 -5.503
82 H 4.918 2.017 -6.787
83 H 3.218 0.348 -6.104
84 H 6.184 -1.864 -4.020
85 H 7.906 -0.198 -4.683
86 H 5.783 -0.610 0.447
87 H 3.629 0.866 0.760
88 N 2.065 0.180 2.852
89 C 1.588 0.120 1.800
90 F -2.731 -3.996 -2.497
91 C -2.002 -2.915 -2.824
92 F -0.849 -3.375 -3.340
93 F -2.655 -2.319 -3.861
94 C -1.813 -1.862 -1.618
95 O -2.812 -1.659 -0.967
96 O -0.675 -1.361 -1.618

<S²> = 6.011
E_tot = -3393.8971 Eh
LUMO (alpha / beta) = 2.1 / 2.0 eV
Net charge = -1
Spin multiplicity = 5
HOMO (alpha / beta) = -4.03 / -4.61 eV

=====

Record 4
Molecular formula: C35H43BrFIN7PReS
Method: DFT, ωB97M-V/def2-TZVPD

Element x y z (Å)
1 Re -0.155 0.078 0.443
2 C 3.436 -2.318 0.908
3 C 4.481 -1.441 1.203
4 C 4.195 -0.101 1.300
5 C 2.884 0.376 1.098
6 N 1.884 -0.494 0.778
7 C 2.179 -1.800 0.700
8 N 2.736 1.709 1.232
9 C 1.703 2.415 0.909
10 N 0.544 1.938 0.349
11 C -0.046 2.980 -0.342
12 N -0.837 2.851 -1.347
13 C -0.975 1.708 -2.071
14 C -1.664 1.822 -3.288
15 C -1.610 0.794 -4.205
16 C -0.861 -0.335 -3.896
17 C -0.286 -0.424 -2.642
18 N -0.359 0.542 -1.736
19 C 0.567 4.233 0.092
20 C 0.315 5.554 -0.216
21 C 1.172 6.512 0.322
22 C 2.251 6.156 1.121
23 C 2.534 4.823 1.396
24 C 1.678 3.871 0.878
25 H 3.594 -3.383 0.845
26 H 5.481 -1.814 1.359
27 H 4.953 0.634 1.520
28 H 1.360 -2.467 0.465
29 H -2.194 2.740 -3.491
30 H -2.119 0.874 -5.155
31 H -0.732 -1.137 -4.602
32 H 0.255 -1.313 -2.349
33 H -0.514 5.827 -0.847
34 H 1.003 7.558 0.116
35 H 2.889 6.928 1.526
36 H 3.391 4.542 1.986
37 C -0.783 -2.554 3.535
38 C 0.021 -1.302 3.869
39 P -0.517 0.168 2.905
40 C 0.301 1.623 3.695
41 C 0.696 1.473 5.161
42 C -2.308 0.325 3.301
43 C -2.642 0.588 4.767
44 H -0.296 -3.424 3.967
45 H -0.860 -2.697 2.460
46 H -1.788 -2.497 3.947
47 H 1.082 -1.464 3.664
48 H -0.089 -1.056 4.927
49 H -0.387 2.464 3.563
50 H 1.205 1.852 3.130
51 H -0.128 1.154 5.791
52 H 1.037 2.440 5.526
53 H 1.520 0.773 5.269
54 H -2.783 -0.602 2.967
55 H -2.697 1.145 2.692
56 H -2.308 -0.219 5.413
57 H -3.722 0.669 4.875
58 H -2.209 1.526 5.105
59 C 0.250 -5.278 -4.199
60 C 0.566 -5.205 -2.709
61 N -0.531 -5.626 -1.857
62 C -1.581 -4.868 -1.559
63 S -1.757 -3.314 -2.219
64 N -2.529 -5.299 -0.728
65 C -2.535 -6.555 0.000
66 C -1.588 -6.531 1.197
67 H 1.139 -5.016 -4.764
68 H -0.542 -4.578 -4.456
69 H -0.058 -6.281 -4.483
70 H 0.816 -4.174 -2.442
71 H 1.418 -5.847 -2.475
72 H -0.515 -6.577 -1.521
73 H -3.257 -4.634 -0.510
74 H -2.277 -7.373 -0.680
75 H -3.556 -6.724 0.342
76 H -0.549 -6.448 0.884
77 H -1.703 -7.445 1.772
78 H -1.820 -5.688 1.843
79 F -0.703 -1.805 0.370
80 Br -3.456 3.080 0.791
81 C -5.064 2.125 0.456
82 C -6.282 2.769 0.614
83 C -7.457 2.087 0.353
84 C -7.417 0.769 -0.071
85 C -6.202 0.119 -0.213
86 C -5.025 0.798 0.056
87 I -3.199 -0.280 -0.152
88 H -6.304 3.799 0.936
89 H -8.404 2.587 0.478
90 H -8.330 0.243 -0.295
91 H -6.169 -0.912 -0.534

<S²> = 0.794
E_tot = -5531.7684 Eh
Relative energy (zero: lowest compared OMol25 entry of this formula, charge and spin) = 316.6 kJ/mol
LUMO (alpha / beta) = -7.8 / -7.2 eV
Net charge = +2
Spin multiplicity = 2
HOMO (alpha / beta) = -12.12 / -12.12 eV

=====

Record 5
Molecular formula: C35H43IN7O4PS3Ti
Method: DFT, ωB97M-V/def2-TZVPD

Element x y z (Å)
1 Ti -0.918 -0.393 1.246
2 N 1.022 0.109 2.267
3 C 0.976 1.576 2.399
4 C 1.919 2.200 3.438
5 C 3.380 2.435 3.058
6 C 3.610 3.700 2.218
7 N 3.081 3.707 0.856
8 C 3.558 2.922 -0.099
9 N 2.886 2.763 -1.226
10 N 4.734 2.303 0.078
11 C -0.469 1.982 2.671
12 O -0.765 3.137 2.883
13 O -1.328 1.009 2.483
14 H 1.062 -0.265 3.242
15 H 1.872 -0.206 1.811
16 H 1.145 1.991 1.402
17 H 1.858 1.557 4.320
18 H 1.495 3.168 3.715
19 H 3.820 1.552 2.584
20 H 3.945 2.594 3.979
21 H 4.675 3.948 2.163
22 H 3.136 4.541 2.721
23 H 2.144 4.067 0.691
24 H 1.894 3.022 -1.220
25 H 3.182 2.052 -1.875
26 H 5.347 2.591 0.820
27 H 5.131 1.795 -0.695
28 S -2.331 -2.907 -0.327
29 C -3.295 -1.577 -0.005
30 N -2.924 -0.414 0.559
31 C -4.010 0.456 0.743
32 C -3.989 1.712 1.348
33 C -5.162 2.447 1.419
34 C -6.359 1.957 0.902
35 C -6.397 0.703 0.319
36 C -5.225 -0.035 0.250
37 S -4.997 -1.632 -0.391
38 H -3.085 2.084 1.805
39 H -5.146 3.413 1.910
40 H -7.263 2.546 0.976
41 H -7.324 0.300 -0.069
42 N -2.151 -3.704 3.148
43 C -2.114 -2.316 3.159
44 O -1.158 -1.850 2.313
45 C -2.860 -1.524 3.927
46 I 1.038 -0.957 5.544
47 H -1.798 -4.118 2.302
48 H -2.995 -4.119 3.500
49 H -3.561 -1.959 4.625
50 H -2.765 -0.452 3.880
51 C -2.166 4.384 0.102
52 S -1.218 2.902 -0.198
53 C -1.996 2.377 -1.718
54 O 0.162 3.409 -0.574
55 H -1.951 5.088 -0.701
56 H -1.836 4.772 1.064
57 H -3.223 4.130 0.145
58 H -3.077 2.424 -1.596
59 H -1.695 1.345 -1.876
60 H -1.657 3.029 -2.524
61 N 0.068 -0.415 -0.400
62 P 0.533 -1.542 -1.396
63 C 2.156 -1.102 -2.173
64 C 2.298 -0.538 -3.440
65 C 3.554 -0.212 -3.943
66 C 4.693 -0.474 -3.199
67 C 4.568 -1.055 -1.940
68 C 3.312 -1.348 -1.428
69 C -0.524 -1.809 -2.847
70 C -0.967 -3.059 -3.266
71 C -1.784 -3.174 -4.380
72 C -2.178 -2.044 -5.081
73 C -1.754 -0.791 -4.665
74 C -0.932 -0.679 -3.554
75 C 1.034 -3.166 -0.751
76 C 0.979 -3.452 0.607
77 C 1.490 -4.648 1.095
78 C 2.056 -5.567 0.226
79 C 2.124 -5.285 -1.133
80 C 1.627 -4.087 -1.618
81 H 1.430 -0.368 -4.062
82 H 3.637 0.226 -4.929
83 H 5.673 -0.250 -3.602
84 H 5.452 -1.302 -1.363
85 H 3.233 -1.809 -0.450
86 H -0.710 -3.945 -2.703
87 H -2.132 -4.152 -4.686
88 H -2.824 -2.140 -5.944
89 H -2.064 0.097 -5.199
90 H -0.603 0.301 -3.233
91 H 0.521 -2.765 1.302
92 H 1.435 -4.851 2.157
93 H 2.451 -6.500 0.606
94 H 2.571 -5.996 -1.816
95 H 1.714 -3.866 -2.676

E_tot = -4727.0665 Eh
Relative energy (zero: lowest compared OMol25 entry of this formula, charge and spin) = 175.0 kJ/mol
LUMO = -0.3 eV
HOMO = -6.22 eV

=====

Look up the E_tot of the second one. -4695.5740 Eh

=====

Which of these has the lowest E_tot? C35H43BrFIN7PReS

=====

E_tot of number 1 (C35H42ClN7)? -2202.3549 Eh